{
  "formula": "C38H30BrMgN4O2P",
  "method": "ωB97M-V with the def2-TZVPD basis set",
  "elements": ["Mg", "C", "C", "N", "C", "C", "C", "C", "C", "C", "C", "N", "C", "C", "C", "C", "C", "C", "C", "C", "N", "C", "H", "H", "H", "H", "H", "H", "H", "H", "H", "H", "H", "H", "C", "C", "C", "C", "C", "Br", "N", "C", "H", "H", "H", "H", "H", "H", "O", "C", "O", "C", "P", "C", "C", "C", "C", "C", "C", "C", "C", "C", "C", "C", "C", "H", "H", "H", "H", "H", "H", "H", "H", "H", "H", "H", "H"],
  "xyz": [[0.208501, 0.577797, -1.673495], [0.173577, -0.059412, 3.226203], [0.390686, -0.519916, 1.794849], [0.110144, 0.597511, 0.861407], [-1.275211, 0.977890, 1.078610], [-1.700310, 1.216218, 2.388081], [-0.824004, 0.782351, 3.478533], [-2.956630, 1.764311, 2.625591], [-3.767905, 2.055917, 1.539574], [-3.398031, 1.697711, 0.255992], [-2.170850, 1.058372, -0.012706], [-1.749124, 0.561061, -1.223266], [-2.551525, 0.312000, -2.299416], [-3.930536, 0.132537, -2.303626], [-4.655687, -0.109898, -3.481363], [-4.044990, -0.199825, -4.698654], [-2.635178, -0.112004, -4.753257], [-1.925842, -0.250953, -5.966718], [-0.561807, -0.214990, -5.976719], [0.104819, -0.056442, -4.752322], [-0.519762, 0.088387, -3.609288], [-1.885513, 0.100803, -3.574369], [0.826478, -0.436019, 4.003611], [-0.418071, -1.234930, 1.576784], [-1.030745, 1.129408, 4.484490], [-3.282453, 1.956462, 3.640398], [-4.720264, 2.548426, 1.692625], [-4.050286, 1.950026, -0.565390], [-4.474047, 0.168893, -1.372644], [-5.731534, -0.216215, -3.409444], [-4.606571, -0.355029, -5.610607], [-2.486002, -0.389800, -6.883900], [0.005454, -0.315700, -6.891063], [1.188881, -0.054115, -4.715459], [-1.166863, -4.697538, -0.290726], [-0.079618, -3.776961, -0.763916], [1.219216, -4.213226, -0.997840], [2.197437, -3.329921, -1.427966], [1.812447, -2.017272, -1.601795], [3.020538, -0.693533, -2.217823], [0.593012, -1.568165, -1.376093], [-0.339497, -2.428668, -0.970202], [-0.805746, -5.721328, -0.207369], [-2.011976, -4.689324, -0.979874], [-1.539818, -4.388258, 0.687179], [1.474347, -5.253673, -0.835776], [3.214305, -3.642483, -1.610146], [-1.321756, -1.995020, -0.805692], [-1.131903, 3.881957, -1.720443], [-0.172619, 3.221769, -1.369497], [0.533187, 2.425489, -2.109974], [0.305728, 3.306858, 0.091626], [1.328830, 1.883028, 0.630909], [1.667765, -1.334329, 1.684107], [1.561944, -2.661069, 2.109781], [2.664044, -3.497169, 2.162377], [3.910304, -3.025572, 1.772741], [4.030850, -1.714200, 1.344373], [2.924140, -0.873387, 1.307870], [1.876283, 2.598462, 2.237575], [3.251240, 2.543642, 2.454944], [3.826723, 3.138783, 3.571074], [3.024871, 3.797482, 4.486984], [1.652291, 3.873719, 4.275007], [1.084876, 3.284945, 3.158830], [-0.530129, 3.527179, 0.756214], [1.008632, 4.143803, 0.153255], [0.591765, -3.038960, 2.416401], [2.549026, -4.518605, 2.503953], [4.777283, -3.673025, 1.808066], [4.995888, -1.328795, 1.038907], [3.058876, 0.142717, 0.968911], [3.882532, 2.031334, 1.736563], [4.897638, 3.086057, 3.720914], [3.465028, 4.261050, 5.360768], [1.023787, 4.403898, 4.979771], [0.019416, 3.377507, 2.992960]],
  "forces_ev_per_a": [[-0.0015, -0.3915, -0.0996], [-0.0313, 0.0482, 0.0334], [0.0150, -0.0868, -0.0407], [0.0707, 0.0615, -0.2904], [-0.0907, 0.0376, 0.0842], [-0.0114, 0.0388, -0.0102], [0.0624, 0.0043, 0.0305], [0.0300, -0.0167, -0.0023], [-0.0177, 0.0035, -0.0082], [-0.0025, 0.0180, -0.0246], [-0.0186, -0.0144, 0.0979], [-0.0093, 0.0782, -0.1318], [-0.0590, -0.0903, 0.0446], [-0.0151, 0.0087, 0.0468], [0.0013, -0.0075, -0.0297], [0.0013, 0.0094, 0.0047], [-0.0259, -0.0180, -0.0335], [0.0293, 0.0002, 0.0195], [-0.0358, -0.0163, 0.0217], [0.0681, -0.0478, -0.0028], [-0.2375, 0.1576, 0.0254], [-0.0656, -0.0620, -0.0837], [-0.0001, 0.0029, 0.0006], [0.0161, 0.0121, 0.0134], [0.0109, 0.0051, -0.0071], [0.0044, -0.0019, -0.0030], [0.0039, -0.0006, -0.0019], [0.0012, -0.0127, -0.0036], [0.0091, 0.0148, -0.0009], [0.0040, -0.0011, -0.0019], [0.0010, -0.0033, 0.0050], [0.0003, -0.0037, -0.0009], [0.0026, 0.0030, 0.0004], [-0.0042, 0.0267, -0.0039], [-0.0145, -0.0137, 0.0012], [-0.0027, 0.0408, -0.0158], [0.0120, 0.0155, 0.0039], [-0.0350, 0.0032, 0.0071], [0.0452, -0.0426, -0.0381], [0.0763, -0.0187, -0.0338], [0.1691, 0.0590, 0.0047], [-0.0489, 0.0091, 0.0231], [0.0010, 0.0011, 0.0013], [-0.0011, 0.0014, 0.0046], [0.0018, -0.0009, -0.0012], [-0.0015, -0.0009, -0.0054], [-0.0006, 0.0010, -0.0064], [0.0048, -0.0139, -0.0020], [0.1755, 0.0073, 0.0167], [-0.0983, 0.1181, 0.0288], [0.0803, -0.0373, 0.0865], [-0.0778, -0.1221, -0.0921], [-0.0228, 0.3540, 0.3183], [0.0034, -0.0025, -0.0304], [-0.0124, 0.0087, 0.0088], [0.0008, -0.0106, -0.0044], [0.0138, -0.0078, -0.0010], [0.0057, -0.0078, 0.0010], [0.0401, 0.0057, 0.0148], [0.1457, -0.1109, 0.0464], [-0.0387, -0.0637, 0.0541], [0.0205, -0.0114, 0.0365], [0.0157, -0.0002, 0.0027], [-0.0374, 0.0014, 0.0075], [-0.0353, 0.0783, -0.0615], [-0.0021, 0.0171, -0.0203], [-0.0161, 0.0223, -0.0110], [0.0004, 0.0003, -0.0033], [-0.0018, 0.0049, -0.0017], [-0.0032, 0.0030, 0.0021], [-0.0025, -0.0038, -0.0005], [-0.0300, -0.0538, -0.0208], [0.0022, 0.0467, 0.0175], [-0.0047, 0.0018, 0.0020], [-0.0027, 0.0026, -0.0051], [0.0085, -0.0012, -0.0001], [-0.0380, -0.0353, 0.0174]],
  "de_lowest_kcal_mol": 23.9,
  "spin_multiplicity": 1,
  "total_charge": 0,
  "e_homo_ev": -6.549
}